#one
Computed, not measured: a cluster of 2 separate species, CH4N2OS in total, with ωB97M-V/def2-TZVPD.

ORCA input file:
```
! RIJCOSX wB97M-V def2-TZVPD def2/J DEFGRID3
* xyz 0 1
C -1.77580 -0.86240 -0.37296
N 1.30818 0.93079 -0.21902
N 0.78735 0.00455 0.71392
O 0.48028 -1.14431 0.27652
S -2.05226 0.45246 0.41753
H -2.36157 -1.50028 -0.99737
H 2.25884 1.16826 0.04500
H 1.32040 0.50176 -1.14601
H 0.03459 0.44917 1.28238
*
```

- HOMO-LUMO gap (spin up / spin down) (eV) = 8.270 / 7.362
- lowest unoccupied orbital energy (spin up / spin down) (eV) = 0.0 / -0.4

---

#two
Computed, not measured: the molecule CH4N2OS, with ωB97M-V/def2-TZVPD.

ORCA input file:
```
! RIJCOSX wB97M-V def2-TZVPD def2/J DEFGRID3
* xyz 0 1
O -2.33715 -0.52922 -0.22545
N -0.95597 -0.61032 -0.03950
C -0.32779 0.47547 -0.17251
N 1.08678 0.62354 -0.09675
S 2.19806 -0.68374 -0.25269
H -2.72603 -1.37117 0.00297
H -0.86775 1.50958 -0.17554
H 1.52345 1.53456 -0.04212
H 2.40640 -0.94870 1.00161
*
```

- HOMO-LUMO gap (eV) = 9.645
- lowest unoccupied orbital energy (eV) = 0.8

---

Energy above the most stable structure, in hartree: #one 0.1141; #two 0.0000

---

#one
Computed, not measured: the molecule C3H5ClO2, with ωB97M-V/def2-TZVPD.

ORCA input file:
```
! RIJCOSX wB97M-V def2-TZVPD def2/J DEFGRID3
* xyz 0 1
C 0.66262 -0.95181 -0.44305
C -0.04777 0.62470 -2.40849
C -0.40776 0.14908 1.27998
O 0.39819 0.17599 -1.19411
O 0.25345 -0.95348 0.83780
Cl -0.40107 2.31712 -2.45341
H 0.91684 -1.87313 -0.85698
H 0.46156 0.34575 -3.34643
H -1.02040 0.49947 0.44427
H 0.34691 0.89681 1.34345
H -1.12305 0.00956 2.01981
*
```

- HOMO-LUMO gap (spin up / spin down) (eV) = 8.805 / 7.365
- lowest unoccupied orbital energy (spin up / spin down) (eV) = 0.9 / 0.3

---

#two
Computed, not measured: the molecule C3H5ClO2, with ωB97M-V/def2-TZVPD.

ORCA input file:
```
! RIJCOSX wB97M-V def2-TZVPD def2/J DEFGRID3
* xyz 0 1
C -0.74337 -0.41550 0.08683
C 0.63562 0.07415 0.44523
O 0.58151 1.03972 1.36524
Cl 1.68603 -1.35724 1.07624
C 1.57592 0.52786 -0.81185
O 2.34251 1.42142 -0.56101
H -0.71551 -1.44625 -0.29572
H -0.90300 0.25964 -0.81534
H -1.55696 -0.34592 0.82960
H 1.42372 1.70302 1.31104
H 1.45137 -0.04372 -1.71437
*
```

- HOMO-LUMO gap (eV) = 10.680
- lowest unoccupied orbital energy (eV) = 0.4

---

Energy above the most stable structure, in hartree: #one 0.1566; #two 0.0000

---

#one
Computed, not measured: a cluster of 3 separate species, C4H14NO3 in total, with ωB97M-V/def2-TZVPD.

ORCA input file:
```
! RIJCOSX wB97M-V def2-TZVPD def2/J DEFGRID3
* xyz -1 1
C -0.21121 -1.76323 -2.07292
C 0.50256 -0.61199 -1.38530
N -0.28808 0.02775 -0.34706
C 0.24552 1.38018 -0.11053
C 1.52101 1.37606 0.89926
O 1.78662 0.15434 1.41038
H 0.49910 -2.45285 -2.55692
H -0.90215 -2.33236 -1.45455
H -0.76414 -1.48010 -2.98780
H 0.87567 0.06098 -2.15622
H 1.38085 -1.11411 -0.93519
H -0.19003 -0.45304 0.53458
H 0.44381 1.91383 -1.04024
H -0.51745 1.89117 0.47310
H 1.20727 2.09934 1.69244
H 2.31288 1.96392 0.40314
H 1.16799 -0.39016 2.62184
H -0.14688 -1.06279 2.74567
O 0.44867 -0.64691 3.37310
H -3.17329 0.00650 0.96330
H -2.74915 0.91388 -0.29630
O -3.44957 0.51960 0.22622
*
```

- HOMO-LUMO gap (eV) = 7.423
- lowest unoccupied orbital energy (eV) = 3.7

---

#two
Computed, not measured: a cluster of 3 separate species, C4H14NO3 in total, with ωB97M-V/def2-TZVPD.

ORCA input file:
```
! RIJCOSX wB97M-V def2-TZVPD def2/J DEFGRID3
* xyz -1 1
C -1.47717 -0.37136 1.81132
C -0.24229 -0.69593 0.95541
C 0.41751 -2.03429 1.27030
N -0.16565 -0.31350 -0.44603
C -0.50123 1.11331 -0.77719
O -1.43418 1.27908 -1.73532
H -2.26526 -0.97473 1.18429
H -1.50804 -0.45637 2.79036
H -1.90435 0.71516 1.80883
H 0.46897 0.06294 1.45887
H 0.63982 -2.11502 2.34540
H -0.22969 -2.82166 0.96036
H 1.36580 -2.35332 0.79307
H -0.79982 -0.87660 -1.20763
H -0.91974 1.48320 0.16250
H 0.44632 1.51221 -0.92338
H 3.18644 1.22193 -0.61438
H 1.67042 1.18904 0.04275
O 2.63683 1.50553 0.07628
H 1.01450 0.95403 -3.47691
H -0.54152 0.94466 -2.83568
O 0.14233 1.03168 -3.64323
*
```

- HOMO-LUMO gap (eV) = 7.249
- lowest unoccupied orbital energy (eV) = 3.6

---

Energy above the most stable structure, in hartree: #one 0.0000; #two 0.0564

---

#one
Computed, not measured: a cluster of 3 separate species, C4H14NO3 in total, with ωB97M-V/def2-TZVPD.

ORCA input file:
```
! RIJCOSX wB97M-V def2-TZVPD def2/J DEFGRID3
* xyz -1 1
C 0.98774 0.01601 1.34238
N 0.52492 -1.36201 1.13763
C 0.47990 -1.98379 -0.16605
O -0.64460 -1.72172 -0.96213
C -0.22877 0.94866 1.69945
C -1.43057 0.70049 0.84048
H 1.22551 0.42152 0.35049
H 1.80735 0.13134 2.05685
H -0.12935 -1.59822 1.84899
H 0.37309 -3.06645 0.11661
H 1.39751 -1.71281 -0.67908
H -0.45896 0.76392 2.73795
H 0.15052 1.94834 1.55930
H -1.15726 0.74816 -0.22658
H -2.24934 1.38965 0.90217
H -1.73743 -0.33281 0.97279
H 1.17480 2.29041 -1.65317
H 0.10791 1.32772 -2.24468
O 0.22471 2.32563 -1.79995
H -0.36557 -1.07522 -1.73379
H -0.42785 -0.12604 -3.31326
O 0.37576 -0.03278 -2.78639
*
```

- HOMO-LUMO gap (eV) = 8.597
- lowest unoccupied orbital energy (eV) = 4.0

---

#two
Computed, not measured: a cluster of 3 separate species, C4H14NO3 in total, with ωB97M-V/def2-TZVPD.

ORCA input file:
```
! RIJCOSX wB97M-V def2-TZVPD def2/J DEFGRID3
* xyz -1 1
C 0.87345 0.22653 0.90762
O -0.26132 1.12500 0.95510
C 0.34538 -1.18739 0.44666
C 0.56097 -1.64497 -0.98322
C 0.43578 -0.47874 -1.91175
N -0.88346 0.25804 -1.91406
H 1.76102 0.66738 0.55913
H 0.85823 -0.02832 1.97285
H 0.83577 -1.94312 1.09993
H -0.75187 -1.16851 0.53148
H 1.50710 -2.18586 -1.00269
H -0.24980 -2.41200 -1.18980
H 0.50574 -0.72315 -3.00569
H 1.33985 0.25817 -1.99597
H -0.82306 0.81249 -1.03085
H -1.57077 -0.45992 -1.75402
H -1.53924 0.29900 1.42119
H -1.55249 -0.50461 2.68773
O -2.22724 -0.15742 2.09990
H -0.04451 2.59806 1.28607
H 0.54087 3.15846 -0.02611
O 0.33961 3.49088 0.84649
*
```

- HOMO-LUMO gap (eV) = 7.978
- lowest unoccupied orbital energy (eV) = 3.8

---

#three
Computed, not measured: a cluster of 3 separate species, C4H14NO3 in total, with ωB97M-V/def2-TZVPD.

ORCA input file:
```
! RIJCOSX wB97M-V def2-TZVPD def2/J DEFGRID3
* xyz -1 1
C 1.06734 0.42509 -1.61938
C 1.01728 0.84373 -0.10395
C 0.29041 2.17209 -0.03122
N 0.47754 -0.27559 0.68959
C -0.79589 -0.87072 0.07932
O -1.78840 -0.07692 -0.30631
H 1.38241 -0.62157 -1.76066
H 0.03564 0.46757 -1.96381
H 1.61158 1.20248 -2.16133
H 2.06839 0.94806 0.20085
H 0.74912 2.87660 -0.74972
H -0.71903 1.89583 -0.37859
H 0.49749 2.59509 0.95818
H 0.25683 0.14090 1.59558
H -0.40394 -1.50763 -0.73024
H -1.04747 -1.60837 0.89641
H 1.99825 -2.61898 1.35935
H 1.77649 -1.17795 1.15380
O 2.52932 -1.81373 1.43172
H -3.93569 -1.77150 0.39869
H -3.07656 -0.38136 0.42774
O -3.99111 -0.84313 0.61399
*
```

- HOMO-LUMO gap (eV) = 8.049
- lowest unoccupied orbital energy (eV) = 4.0

---

Energy above the most stable structure, in hartree: #one 0.0071; #two 0.0423; #three 0.0000

---

#one
Computed, not measured: a cluster of 3 separate species, C3H12O2S in total, with ωB97M-V/def2-TZVPD.

ORCA input file:
```
! RIJCOSX wB97M-V def2-TZVPD def2/J DEFGRID3
* xyz 0 1
C 1.05912 0.04240 -2.16563
C 0.68738 0.50517 -0.76336
S 0.07659 2.22187 -0.69465
C -1.65779 2.05714 -1.12988
H 0.14348 -0.24046 -2.68259
H 1.69318 -0.84423 -2.10950
H 1.59380 0.82364 -2.70825
H 1.50655 0.47290 -0.07100
H -0.14545 -0.09207 -0.37093
H -2.27242 1.80770 -0.27359
H -1.94197 3.00666 -1.54703
H -1.84892 1.35976 -1.94683
O -0.94294 -3.38282 2.84500
H -0.11092 -3.38069 2.34259
H -1.06053 -4.32595 3.05877
O 1.45489 -0.01842 2.60391
H 0.79652 0.68171 2.52259
H 0.96944 -0.69432 3.09038
*
```

- HOMO-LUMO gap (eV) = 8.990
- lowest unoccupied orbital energy (eV) = 0.5

---

#two
Computed, not measured: a cluster of 3 separate species, C3H12O2S in total, with ωB97M-V/def2-TZVPD.

ORCA input file:
```
! RIJCOSX wB97M-V def2-TZVPD def2/J DEFGRID3
* xyz 0 1
C 1.60856 0.26783 -1.32785
C 0.31972 0.85096 -1.88073
S -0.98877 1.04922 -0.56758
C -1.76392 2.57952 -1.16419
H 1.54243 -0.81796 -1.24790
H 1.79880 0.65100 -0.33123
H 2.43318 0.50744 -1.99187
H -0.15743 0.24769 -2.63941
H 0.45502 1.85403 -2.24799
H -1.12542 3.43776 -1.02389
H -2.06882 2.45505 -2.20385
H -2.69424 2.62159 -0.62116
O -0.65250 -5.66396 3.37995
H -0.78228 -5.58957 4.33794
H -1.46723 -5.24889 3.05690
O 1.08883 -0.10803 2.17508
H 1.97319 0.26979 2.18384
H 0.48087 0.63654 2.11393
*
```

- HOMO-LUMO gap (eV) = 9.411
- lowest unoccupied orbital energy (eV) = 0.9

---

Energy above the most stable structure, in hartree: #one 0.0000; #two 0.0037

---

#one
Computed, not measured: a cluster of 4 separate species, C4H14O3 in total, with ωB97M-V/def2-TZVPD.

ORCA input file:
```
! RIJCOSX wB97M-V def2-TZVPD def2/J DEFGRID3
* xyz 0 1
C -0.64197 2.56867 0.27623
C 0.07646 1.61934 0.85895
C -0.13083 0.15156 0.54529
C 0.30079 -0.73859 1.70116
H -0.51550 3.62427 0.47666
H -1.29172 2.37561 -0.57224
H 0.76078 1.87221 1.66299
H -1.16529 0.03389 0.23590
H 0.40814 -0.07952 -0.37059
H 1.26548 -0.39985 2.08471
H -0.41802 -0.70628 2.51872
H 0.48521 -1.76809 1.39702
O -2.39749 0.29005 -2.11345
H -1.66478 -0.33358 -2.16627
H -3.00074 0.00495 -1.42890
O 3.57902 -0.04106 -0.28629
H 3.95219 -0.88412 0.00363
H 3.05326 -0.29757 -1.05474
O -1.18083 -2.22578 -1.15631
H -1.06102 -2.65649 -2.00636
H -0.41313 -2.40962 -0.60612
*
```

- HOMO-LUMO gap (eV) = 9.544
- lowest unoccupied orbital energy (eV) = 0.2

---

#two
Computed, not measured: a cluster of 4 separate species, C4H14O3 in total, with ωB97M-V/def2-TZVPD.

ORCA input file:
```
! RIJCOSX wB97M-V def2-TZVPD def2/J DEFGRID3
* xyz 0 1
C 2.14500 3.15702 0.11231
C 1.08993 2.44489 0.59360
C 1.08537 1.56517 1.85408
C -0.16251 2.42948 -0.23275
H 2.45161 2.87084 -0.89590
H 2.76007 3.89799 0.60308
H 0.07377 1.15226 1.78078
H 1.15616 1.95966 2.86504
H 1.75051 0.74032 1.61835
H -0.48960 3.35513 -0.69309
H -1.09647 2.17339 0.28510
H -0.06480 1.57438 -0.91900
O 0.21103 -2.35804 -0.64147
H 1.12171 -2.11507 -0.80846
H -0.43073 -1.86757 -1.15667
O -2.36682 -0.37275 -0.53704
H -3.09002 -0.99934 -0.63784
H -2.77313 0.49636 -0.48945
O -1.51472 -6.61239 -0.85851
H -0.91928 -6.39712 -1.58336
H -0.93707 -7.09459 -0.25879
*
```

- HOMO-LUMO gap (eV) = 8.419
- lowest unoccupied orbital energy (eV) = 0.6

---

Energy above the most stable structure, in hartree: #one 0.0000; #two 0.0726

---

#one
Computed, not measured: the ion C5H9N2S with charge +1, with ωB97M-V/def2-TZVPD.

ORCA input file:
```
! RIJCOSX wB97M-V def2-TZVPD def2/J DEFGRID3
* xyz 1 1
C 0.64058 -0.04533 1.14479
N -0.18727 -0.01510 -0.06802
C 0.66539 -0.39508 -1.21989
C -0.75468 1.29544 -0.16704
C -2.08078 1.33886 -0.20770
C -2.62328 -0.01034 0.01820
S -4.19320 -0.40506 0.02535
N -1.36749 -0.87359 -0.10586
H 1.00119 0.87052 1.33267
H -0.01714 -0.43048 1.87072
H 1.50425 -0.76691 0.95775
H 1.55810 0.14685 -1.16306
H 0.89494 -1.40826 -1.15137
H 0.14683 -0.02163 -2.11374
H -0.01353 1.99984 -0.44410
H -2.83837 2.05940 -0.46946
H -1.34597 -1.56419 0.68930
*
```

- HOMO-LUMO gap (eV) = 8.257
- lowest unoccupied orbital energy (eV) = -4.9

---

#two
Computed, not measured: the ion C5H9N2S with charge +1, with ωB97M-V/def2-TZVPD.

ORCA input file:
```
! RIJCOSX wB97M-V def2-TZVPD def2/J DEFGRID3
* xyz 1 1
C 1.94935 -0.03280 -0.03381
C -1.03356 0.59222 -1.11014
C -0.43608 0.97658 0.16185
C -0.79110 -0.48188 -0.08152
C -1.91516 -1.28747 0.42354
N 1.33212 1.11283 0.13446
N 3.24451 -0.17107 0.00978
S 0.92315 -1.42676 -0.20937
H -2.03197 0.77032 -1.35028
H -0.48177 0.83779 -2.09753
H -0.97014 1.55415 0.82926
H -1.52003 -1.86323 1.30306
H -2.24450 -1.85316 -0.33220
H -2.57631 -0.48436 0.65457
H 1.62106 1.95815 0.63358
H 3.88996 0.48114 0.45713
H 3.62091 -1.03358 -0.40909
*
```

- HOMO-LUMO gap (eV) = 10.263
- lowest unoccupied orbital energy (eV) = -3.6

---

Energy above the most stable structure, in hartree: #one 0.0410; #two 0.0000

---

#one
Computed, not measured: the molecule CH4OP2, with ωB97M-V/def2-TZVPD.

ORCA input file:
```
! RIJCOSX wB97M-V def2-TZVPD def2/J DEFGRID3
* xyz 0 1
C 0.20683 -0.60122 -0.07122
O -1.74893 -2.19765 -0.99354
P -1.53828 1.33900 -2.09698
P -1.28326 -0.74032 -1.17806
H 0.51422 0.47739 -0.07956
H 1.05124 -1.38548 -0.48677
H 0.13826 -1.09698 0.91091
H -0.40246 1.72911 -1.25239
*
```

- HOMO-LUMO gap (spin up / spin down) (eV) = 8.033 / 8.032
- lowest unoccupied orbital energy (spin up / spin down) (eV) = -0.8 / -0.8

---

#two
Computed, not measured: the molecule CH4OP2, with ωB97M-V/def2-TZVPD.

ORCA input file:
```
! RIJCOSX wB97M-V def2-TZVPD def2/J DEFGRID3
* xyz 0 1
C 0.04904 0.72853 -0.99780
P 0.36834 1.05666 0.85059
P -0.17840 -0.84858 1.29557
O -0.28459 -1.28293 2.67460
H 0.58210 1.43589 -1.58539
H -1.00149 0.87452 -1.11884
H 0.03565 -0.34220 -1.42552
H 0.42934 -1.62189 0.30679
*
```

- HOMO-LUMO gap (eV) = 7.515
- lowest unoccupied orbital energy (eV) = -1.2

---

Energy above the most stable structure, in hartree: #one 0.0128; #two 0.0000

---

#one
Computed, not measured: the molecule C3H5N2O3, with ωB97M-V/def2-TZVPD.

ORCA input file:
```
! RIJCOSX wB97M-V def2-TZVPD def2/J DEFGRID3
* xyz 0 2
O -1.46382 2.10265 0.82407
C -0.85057 1.18297 0.40761
N -0.87458 1.04478 -1.03681
C 0.08419 0.09798 1.12320
N 1.18041 -0.47446 0.40255
C 0.86729 -1.61025 -0.52194
O 1.82733 -1.97968 -1.19140
O -0.23843 -2.05946 -0.15526
H -0.81067 0.06208 -1.47906
H -1.32491 1.65835 -1.67641
H -0.68449 -0.65085 1.36371
H 0.52722 0.48522 2.15163
H 1.76102 0.14067 -0.21191
*
```

- HOMO-LUMO gap (spin up / spin down) (eV) = 11.014 / 6.070
- lowest unoccupied orbital energy (spin up / spin down) (eV) = 0.6 / -4.1
- expectation value of S² = 0.76

---

#two
Computed, not measured: the molecule C3H5N2O3, with ωB97M-V/def2-TZVPD.

ORCA input file:
```
! RIJCOSX wB97M-V def2-TZVPD def2/J DEFGRID3
* xyz 0 2
O -0.69332 0.28879 2.77118
C -0.13641 0.26993 1.61431
N 1.21897 0.20068 1.33971
C -1.06007 0.61282 0.42279
N -0.93102 -0.29048 -0.78022
C 0.25625 -0.33524 -1.60448
O 0.09376 -1.01729 -2.59515
O 1.24616 0.25604 -1.20294
H 1.53747 0.32367 0.35093
H 1.73079 -0.40943 1.92018
H -1.03157 1.64184 -0.04070
H -2.11251 0.41872 0.61569
H -1.67128 -0.85157 -1.14301
*
```

- HOMO-LUMO gap (spin up / spin down) (eV) = 10.740 / 6.136
- lowest unoccupied orbital energy (spin up / spin down) (eV) = 0.3 / -4.2
- expectation value of S² = 0.77

---

Energy above the most stable structure, in hartree: #one 0.0176; #two 0.0000